Record 1
DFT (wB97M-V/def2-TZVPD) results for a cluster of 11 separate species, C36H41F10N3O36P2S3 in total at a distorted geometry.

Atoms and positions in Å:
N1 -2.90 1.80 -0.62
P1 -2.83 3.32 -0.35
C1 -2.68 3.73 1.45
P2 -0.81 3.86 1.76
O1 -0.51 4.76 2.87
O2 -3.11 5.07 1.66
S1 -3.64 5.33 3.15
O3 -4.95 5.79 2.99
O4 -2.79 6.06 3.96
O5 -3.61 3.82 3.56
C2 -3.47 2.88 2.47
S2 -2.57 1.47 3.15
C3 -4.78 2.26 2.03
C4 -5.82 3.34 1.95
S3 -7.36 2.77 1.22
C5 -8.17 4.26 1.35
N2 -8.38 5.11 0.47
N3 -9.02 6.19 1.09
C6 -9.13 5.86 2.29
O6 -8.61 4.65 2.55
H1 -2.14 1.45 -1.18
H2 -1.71 3.90 -0.93
H3 -3.92 4.08 -0.78
H4 -0.28 4.32 0.56
H5 -0.35 2.57 1.99
H6 -1.52 2.04 3.74
H7 -5.01 1.53 2.78
H8 -4.67 1.72 1.11
H9 -6.01 3.76 2.91
H10 -5.41 4.09 1.31
H11 -9.53 6.40 3.10
C7 1.61 -1.00 0.62
C8 0.97 0.36 0.50
O7 0.10 0.38 1.62
C9 0.65 -0.42 2.58
O8 0.32 -0.41 3.71
O9 1.61 -1.20 2.05
F1 0.28 0.47 -0.66
H12 1.00 -1.77 0.14
H13 2.61 -1.04 0.21
H14 1.67 1.20 0.56
C10 6.29 -2.55 0.21
C11 6.87 -2.39 -1.18
O10 5.73 -1.91 -1.91
C12 4.94 -1.25 -1.03
O11 4.04 -0.53 -1.33
O12 5.29 -1.52 0.23
F2 7.27 -3.56 -1.72
H15 5.81 -3.52 0.35
H16 7.02 -2.41 1.00
H17 7.68 -1.67 -1.26
C13 1.74 -1.70 -3.58
C14 2.69 -0.75 -4.28
O13 1.80 0.21 -4.84
C15 0.70 0.26 -4.04
O14 -0.10 1.12 -4.05
O15 0.67 -0.81 -3.22
F3 3.37 -1.36 -5.28
H18 1.36 -2.47 -4.26
H19 2.17 -2.18 -2.71
H20 3.39 -0.26 -3.61
C16 10.92 -0.36 0.22
C17 12.01 -1.39 -0.01
O16 11.41 -2.57 0.51
C18 10.07 -2.45 0.37
O17 9.29 -3.34 0.46
O18 9.74 -1.16 0.10
F4 13.13 -1.11 0.70
H21 10.98 0.07 1.22
H22 10.93 0.44 -0.52
H23 12.28 -1.55 -1.05
C19 -0.76 -5.69 1.46
C20 -0.17 -5.16 2.75
O19 1.16 -4.84 2.37
C21 1.13 -4.53 1.04
O20 2.00 -3.97 0.47
O21 -0.02 -4.94 0.48
F5 -0.14 -6.10 3.73
H24 -0.56 -6.75 1.34
H25 -1.82 -5.51 1.37
H26 -0.66 -4.26 3.14
C22 4.34 1.49 -7.08
C23 4.68 2.11 -5.74
O22 6.02 2.52 -5.94
C24 6.19 2.78 -7.27
O23 7.09 3.38 -7.73
O24 5.15 2.26 -7.97
F6 4.63 1.20 -4.73
H27 4.63 0.44 -7.12
H28 3.29 1.58 -7.34
H29 4.07 2.97 -5.47
C25 -4.72 -1.89 -2.89
C26 -5.15 -0.52 -3.36
O25 -6.00 -0.10 -2.31
C27 -5.58 -0.72 -1.17
O26 -5.89 -0.41 -0.08
O27 -4.74 -1.73 -1.47
F7 -5.86 -0.58 -4.52
H30 -5.44 -2.66 -3.18
H31 -3.73 -2.17 -3.23
H32 -4.34 0.19 -3.48
C28 4.61 -5.77 3.68
C29 5.95 -6.02 3.00
O28 6.50 -4.72 2.95
C30 5.99 -4.01 4.01
O29 6.43 -2.98 4.40
O30 4.92 -4.65 4.52
F8 5.79 -6.49 1.74
H33 3.84 -5.48 2.96
H34 4.26 -6.61 4.27
H35 6.62 -6.68 3.55
C31 -6.92 8.71 1.91
C32 -6.04 9.37 0.88
O31 -6.88 10.40 0.39
C33 -7.74 10.75 1.39
O32 -8.39 11.73 1.41
O33 -7.73 9.81 2.36
F9 -5.71 8.54 -0.14
H36 -7.56 7.95 1.47
H37 -6.36 8.27 2.74
H38 -5.12 9.81 1.28
C34 -5.74 -7.74 0.06
C35 -5.24 -7.24 1.40
O34 -3.89 -6.92 1.10
C36 -3.82 -6.59 -0.22
O35 -2.90 -6.04 -0.73
O36 -4.94 -6.98 -0.86
F10 -5.28 -8.20 2.35
H39 -5.54 -8.80 -0.07
H40 -6.80 -7.55 -0.10
H41 -5.74 -6.35 1.77

For the LUMO energy, the calculation gives 0.0 eV. The value obtained for the largest force on an atom is 3.0 eV/A. The calculation puts the total energy at -194433.186 eV. Its charge is 0.

Atomic partial charges in e from the Löwdin method, atoms 1 to 99: -0.235, 0.770, -0.627, 0.731, -0.373, -0.229, 0.538, -0.218, -0.166, -0.181, -0.747, 0.931, -0.263, -0.454, 1.048, -0.764, 0.092, 0.070, -0.197, 0.058, -0.029, 0.004, 0.030, 0.014, -0.008, -0.096, 0.097, 0.078, 0.072, 0.063, 0.135, -0.043, -0.301, 0.046, -0.561, 0.168, 0.090, 0.074, 0.134, 0.102, 0.176, -0.025, -0.297, 0.143, -0.560, 0.142, 0.092, 0.090, 0.146, 0.127, 0.158, -0.027, -0.319, 0.121, -0.562, 0.168, 0.062, 0.075, 0.145, 0.133, 0.131, -0.036, -0.307, 0.143, -0.539, 0.190, 0.052, 0.084, 0.147, 0.141, 0.174, -0.041, -0.293, 0.123, -0.560, 0.161, 0.090, 0.079, 0.152, 0.110, 0.177, -0.046, -0.301, 0.130, -0.549, 0.192, 0.074, 0.066, 0.142, 0.141, 0.176, -0.050, -0.307, 0.131, -0.564, 0.167, 0.071, 0.071, 0.144

Record 2
DFT (wB97M-V/def2-TZVPD) results for a structure of composition C2H3FSi at a distorted geometry.

Atoms and positions in Å:
C1 0.09 -1.01 0.07
C2 0.91 0.09 0.11
F1 2.63 0.18 0.10
Si1 -0.82 0.60 0.08
H1 0.05 -2.04 -0.20
H2 -1.31 0.93 -1.30
H3 -1.54 1.26 1.14

The calculation puts the energy relative to the best compared isomer or geometry (same formula, charge and spin) at 86.88 kcal per mole. For the LUMO energy, the calculation gives -0.3 eV. The value obtained for the largest force on an atom is 4.9 eV/A. The calculation puts the total energy at -12713.347 eV. Its charge is 0.

Listed below, in e, are the natural (NBO) charges computed for each atom: -0.604, 0.029, -0.433, 1.093, 0.250, -0.173, -0.162

Record 3
DFT (wB97M-V/def2-TZVPD) results for a structure of composition C25H28F5O2Pt at a distorted geometry.

Atoms and positions in Å:
O1 -0.19 -0.53 -3.42
C1 -0.01 0.73 -4.18
C2 -0.03 0.12 -5.56
H1 0.99 1.13 -3.97
H2 -0.82 1.43 -3.94
C3 -0.06 -1.19 -4.72
H3 0.91 0.27 -6.10
H4 -0.96 0.31 -6.11
C4 1.25 -1.93 -4.84
H5 2.07 -1.25 -4.59
H6 1.35 -2.27 -5.88
H7 1.29 -2.78 -4.16
C5 -1.22 -2.06 -5.16
H8 -2.16 -1.50 -5.12
H9 -1.33 -2.95 -4.54
H10 -1.01 -2.34 -6.20
Pt1 -0.39 -0.45 2.17
C6 -2.25 -0.95 3.20
C7 -2.19 0.52 2.99
C8 -2.90 0.79 1.76
H11 -1.97 1.24 3.78
C9 -3.31 -0.44 1.20
C10 -2.86 -1.51 2.01
H12 -3.05 -2.56 1.86
H13 -2.16 -1.43 4.16
H14 -3.19 1.79 1.41
H15 -3.99 -0.56 0.36
C11 1.08 -2.83 3.43
C12 -0.15 -2.92 2.72
C13 0.07 -2.34 1.40
H16 -1.02 -3.48 3.03
C14 1.38 -1.62 1.48
C15 2.00 -2.06 2.71
H17 3.03 -1.86 3.00
H18 1.28 -3.39 4.34
H19 -0.45 -2.56 0.47
H20 1.90 -1.21 0.62
O2 1.55 1.46 -2.11
C16 0.78 0.60 -1.22
C17 -0.69 1.04 -1.24
H21 1.13 0.76 -0.18
H22 0.97 -0.44 -1.49
C18 -0.48 2.56 -1.35
H23 -1.23 0.73 -0.33
H24 -1.24 0.66 -2.10
C19 0.95 2.80 -1.98
H25 -0.56 2.98 -0.33
H26 -1.23 3.05 -2.00
H27 1.60 3.42 -1.34
H28 0.87 3.26 -2.98
F1 -0.36 -0.18 5.33
C20 0.47 0.75 4.77
C21 0.69 0.78 3.39
C22 1.69 1.64 2.95
F2 2.12 1.62 1.66
C23 2.32 2.55 3.81
F3 3.24 3.41 3.32
C24 2.00 2.56 5.17
F4 2.58 3.44 6.00
C25 1.09 1.62 5.66
F5 0.81 1.57 6.98

The calculation puts the energy relative to the best compared isomer or geometry (same formula, charge and spin) at 0.70 kcal per mole. For the LUMO energy (spin up / spin down), the calculation gives 2.5 / 2.5 eV. The value obtained for the largest force on an atom is 2.7 eV/A. The calculation puts the total energy at -47302.711 eV. As for the expectation value of S²: 2.038. Its charge is -1. Its multiplicity is 3.

Listed below, in e, are the natural (NBO) charges computed for each atom: -0.552, -0.080, -0.479, 0.227, 0.181, 0.271, 0.205, 0.201, -0.624, 0.217, 0.199, 0.215, -0.618, 0.210, 0.212, 0.204, 0.744, -0.363, -0.393, -0.264, 0.234, -0.342, -0.251, 0.208, 0.239, 0.207, 0.205, -0.339, -0.221, -0.431, 0.207, -0.418, -0.226, 0.204, 0.204, 0.236, 0.234, -0.568, -0.096, -0.457, 0.200, 0.210, -0.442, 0.258, 0.211, -0.079, 0.217, 0.195, 0.182, 0.164, -0.334, 0.273, -0.381, 0.292, -0.332, 0.251, -0.314, 0.227, -0.312, 0.288, -0.320

Record 4
DFT (wB97M-V/def2-TZVPD) results for a cluster of 10 separate species, C40H70N10 in total at a distorted geometry.

Atoms and positions in Å:
C1 -2.44 -4.71 1.42
C2 -1.64 -5.61 0.48
C3 -2.09 -7.08 0.48
C4 -3.47 -7.22 -0.01
N1 -4.55 -7.34 -0.38
H1 -2.51 -5.12 2.43
H2 -3.42 -4.49 1.01
H3 -1.93 -3.74 1.53
H4 -0.60 -5.59 0.80
H5 -1.75 -5.23 -0.53
H6 -2.09 -7.51 1.49
H7 -1.45 -7.63 -0.20
C5 4.30 0.06 3.38
C6 5.74 0.25 3.83
C7 5.83 0.70 5.29
C8 5.14 -0.21 6.22
N2 4.60 -0.90 6.94
H8 3.69 0.95 3.58
H9 3.77 -0.74 3.89
H10 4.21 -0.11 2.31
H11 6.18 1.02 3.20
H12 6.28 -0.70 3.82
H13 5.30 1.65 5.40
H14 6.86 0.82 5.62
C9 5.39 2.95 -0.22
C10 4.55 1.70 -0.40
C11 5.36 0.41 -0.47
C12 6.36 0.42 -1.54
N3 7.11 0.40 -2.41
H15 6.09 2.87 0.61
H16 4.79 3.85 -0.06
H17 5.99 3.11 -1.12
H18 3.88 1.72 -1.26
H19 3.84 1.59 0.43
H20 4.71 -0.45 -0.66
H21 5.83 0.21 0.50
C13 -5.75 -1.90 0.97
C14 -4.43 -1.62 0.27
C15 -3.95 -0.16 0.33
C16 -5.00 0.79 -0.06
N4 -5.85 1.51 -0.36
H22 -5.81 -1.50 1.98
H23 -5.85 -2.98 1.04
H24 -6.62 -1.56 0.40
H25 -4.51 -1.95 -0.77
H26 -3.63 -2.26 0.64
H27 -3.07 -0.04 -0.30
H28 -3.71 0.09 1.36
C17 -3.30 -5.13 -2.66
C18 -2.58 -5.25 -4.00
C19 -1.06 -5.12 -3.89
C20 -0.43 -6.26 -3.22
N5 0.03 -7.16 -2.68
H29 -3.08 -4.18 -2.17
H30 -3.02 -5.91 -1.96
H31 -4.38 -5.18 -2.82
H32 -2.96 -4.43 -4.62
H33 -2.82 -6.18 -4.52
H34 -0.77 -4.27 -3.26
H35 -0.66 -4.98 -4.89
C21 -0.07 -2.51 -0.72
C22 -0.10 -1.28 0.17
C23 1.32 -0.76 0.46
C24 1.32 0.47 1.24
N6 1.36 1.44 1.85
H36 -1.05 -2.73 -1.14
H37 0.29 -3.37 -0.15
H38 0.61 -2.39 -1.57
H39 -0.57 -1.47 1.14
H40 -0.63 -0.46 -0.32
H41 1.92 -0.66 -0.44
H42 1.85 -1.49 1.08
C25 1.61 5.69 2.25
C26 2.23 4.89 1.10
C27 1.87 5.50 -0.26
C28 2.22 6.91 -0.40
N7 2.50 8.01 -0.51
H43 2.23 6.56 2.49
H44 1.62 5.05 3.14
H45 0.57 5.94 2.07
H46 1.81 3.88 1.10
H47 3.30 4.73 1.19
H48 0.78 5.44 -0.33
H49 2.29 4.93 -1.10
C29 -2.86 4.07 3.16
C30 -1.37 3.79 3.15
C31 -0.96 2.60 4.03
C32 -1.40 1.36 3.41
N8 -1.68 0.43 2.81
H50 -3.17 4.71 2.33
H51 -3.16 4.60 4.07
H52 -3.48 3.18 3.08
H53 -0.78 4.67 3.42
H54 -1.04 3.52 2.14
H55 -1.35 2.71 5.04
H56 0.13 2.55 4.08
C33 -0.04 -1.86 -4.74
C34 0.07 -0.56 -5.50
C35 -0.32 0.67 -4.65
C36 0.57 0.83 -3.51
N9 1.29 0.99 -2.62
H57 0.45 -2.65 -5.31
H58 -1.07 -2.18 -4.56
H59 0.47 -1.79 -3.78
H60 -0.48 -0.54 -6.44
H61 1.08 -0.39 -5.87
H62 -1.36 0.62 -4.31
H63 -0.24 1.60 -5.22
C37 -1.38 2.27 -0.62
C38 -2.25 3.53 -0.68
C39 -2.09 4.36 -1.96
C40 -2.33 3.60 -3.19
N10 -2.47 3.01 -4.15
H64 -1.54 1.65 -1.50
H65 -1.65 1.70 0.27
H66 -0.34 2.58 -0.54
H67 -2.09 4.19 0.18
H68 -3.30 3.26 -0.60
H69 -1.05 4.71 -2.01
H70 -2.73 5.24 -1.91

The calculation puts the energy relative to the best compared isomer or geometry (same formula, charge and spin) at 16.05 kcal per mole. For the LUMO energy, the calculation gives 0.2 eV. The value obtained for the largest force on an atom is 1.7 eV/A. The calculation puts the total energy at -57514.944 eV. Its charge is 0.

Atomic partial charges in e from the Löwdin method, atoms 1 to 99: -0.093, -0.266, -0.172, -0.248, 0.157, 0.083, 0.064, 0.057, 0.110, 0.064, 0.122, 0.104, -0.119, -0.250, -0.190, -0.246, 0.148, 0.071, 0.077, 0.044, 0.102, 0.115, 0.120, 0.117, -0.088, -0.264, -0.194, -0.231, 0.146, 0.079, 0.048, 0.078, 0.098, 0.077, 0.111, 0.104, -0.098, -0.259, -0.192, -0.236, 0.148, 0.081, 0.071, 0.075, 0.110, 0.076, 0.087, 0.086, -0.099, -0.234, -0.197, -0.225, 0.155, 0.066, 0.027, 0.083, 0.106, 0.116, 0.092, 0.115, -0.097, -0.245, -0.177, -0.217, 0.192, 0.063, 0.075, 0.063, 0.091, 0.082, 0.096, 0.126, -0.100, -0.253, -0.188, -0.238, 0.148, 0.078, 0.068, 0.068, 0.069, 0.092, 0.101, 0.116, -0.094, -0.260, -0.177, -0.224, 0.179, 0.067, 0.078, 0.076, 0.090, 0.084, 0.123, 0.102, -0.112, -0.252, -0.194

Number 1 is which compound? C36H41F10N3O36P2S3

charge of number 1 (C36H41F10N3O36P2S3)? 0

Look up the charge of the third one. -1